[1]
DFT (ωB97M-V with the def2-TZVPD basis set) results for a single C4H11N3 molecule.

```
18
Properties=species:S:1:pos:R:3:mulliken_charge:R:1
C -0.649 -1.632 0.075 -0.5938
C -0.986 -0.354 0.939 -0.5477
C -0.652 1.021 0.292 -0.8021
N 2.905 1.178 -0.537 -0.6173
C 1.647 1.099 -0.434 0.1660
N 0.698 1.512 0.469 -0.2706
N -0.944 -1.237 -1.306 -0.4667
H 0.410 -1.929 0.032 0.3366
H -1.273 -2.494 0.381 0.3230
H -0.401 -0.330 1.893 0.2860
H -1.966 -0.424 1.343 0.4158
H -0.913 0.945 -0.771 0.5259
H -1.251 1.812 0.842 0.2806
H 3.545 1.466 0.186 0.1894
H 1.084 0.439 -1.167 0.2154
H 1.016 1.746 1.392 0.2246
H -0.362 -1.455 -2.102 0.1724
H -1.907 -1.363 -1.526 0.1624
```

Calculated values
structure (SMILES): [H]/N=C\NCCCN
lowest unoccupied orbital energy: 1.017 eV
multiplicity: 1
net charge: 0
energy relative to the best compared isomer or geometry (same formula, charge and spin): 213.4 kJ/mol

---

[2]
DFT (ωB97M-V with the def2-TZVPD basis set) results for a single C4H11N3 molecule.

```
18
Properties=species:S:1:pos:R:3:mulliken_charge:R:1
C 0.372 -0.313 0.162 -0.6237
C 0.543 0.443 -2.158 -1.0483
N 0.381 0.832 -0.761 0.0135
N -1.044 -0.611 0.231 -0.2094
N 1.329 1.799 -0.333 -0.7333
C -1.641 -0.912 1.432 0.0857
C -1.043 -1.404 2.519 -0.8558
H -1.381 0.213 -0.395 0.3489
H 2.279 1.533 -0.606 0.2202
H 1.112 2.686 -0.779 0.2603
H 0.942 -1.176 -0.222 0.1875
H 0.760 0.038 1.125 0.4888
H -2.722 -0.902 1.379 0.3134
H 0.421 1.322 -2.791 0.3622
H 1.530 -0.003 -2.350 0.3524
H -0.228 -0.282 -2.404 0.3467
H 0.022 -1.530 2.594 0.2406
H -1.628 -1.735 3.358 0.2502
```

Calculated values
structure (SMILES): C=CNCN(C)N
lowest unoccupied orbital energy: 0.984 eV
multiplicity: 1
net charge: 0
energy relative to the best compared isomer or geometry (same formula, charge and spin): 310.9 kJ/mol

---

[3]
DFT (ωB97M-V with the def2-TZVPD basis set) results for C4H11N3 as an isolated structure.

```
18
Properties=species:S:1:pos:R:3:mulliken_charge:R:1
C 0.980 0.164 -0.114 -0.1421
C -0.619 -0.282 0.956 -0.4898
C 1.611 -1.168 -0.447 -1.2020
C -1.188 0.949 1.614 -1.0598
N 0.622 0.929 -1.197 -0.4203
N -1.014 0.440 -1.434 0.0800
N -1.164 -0.597 -2.024 -0.3908
H 0.548 1.918 -0.966 0.3314
H 1.471 0.708 0.695 0.4504
H -1.166 -0.508 -3.052 0.2489
H -1.376 -0.954 0.559 0.4114
H -0.015 -0.873 1.644 0.3582
H 2.524 -1.023 -1.033 0.3510
H 1.865 -1.724 0.457 0.3318
H 0.936 -1.789 -1.044 0.2525
H -0.398 1.599 2.001 0.2593
H -1.793 1.536 0.920 0.2682
H -1.823 0.676 2.466 0.3618
```

Calculated values
lowest unoccupied orbital energy (spin up / spin down): -0.778 / 0.196 eV
multiplicity: 1
net charge: 0
energy relative to the best compared isomer or geometry (same formula, charge and spin): 658.7 kJ/mol

---

[4]
DFT (ωB97M-V with the def2-TZVPD basis set) results for a 2-piece molecular cluster, C4H11N3 overall.

```
18
Properties=species:S:1:pos:R:3:mulliken_charge:R:1
C -0.617 1.815 -0.523 -1.0234
N 0.283 0.682 -0.444 -0.0735
N 1.777 0.918 -1.996 -0.6125
H 0.438 0.112 -1.289 0.4671
H 1.621 1.887 -2.284 0.2069
H 2.615 0.955 -1.412 0.1994
H -0.847 2.024 -1.566 0.3699
H -1.549 1.597 -0.002 0.3366
H -0.156 2.695 -0.064 0.2952
C -0.576 -1.867 0.904 0.1769
C 0.667 0.121 0.907 -0.6809
C -1.673 -2.623 1.148 -0.7395
N -0.514 -0.560 1.244 -0.4198
H 0.326 -2.356 0.517 0.2466
H 1.568 -0.489 0.759 0.3718
H 0.879 0.947 1.589 0.3052
H -2.571 -2.173 1.550 0.3002
H -1.670 -3.688 0.962 0.2739
```

Calculated values
lowest unoccupied orbital energy (spin up / spin down): -0.670 / 0.543 eV
multiplicity: 1
net charge: 0
energy relative to the best compared isomer or geometry (same formula, charge and spin): 572.3 kJ/mol

---

[5]
DFT (ωB97M-V with the def2-TZVPD basis set) results for an isolated ion of composition C4H11N3 and charge +1.

```
18
Properties=species:S:1:pos:R:3:mulliken_charge:R:1
C 1.529 1.006 -0.550 -0.5826
C 1.018 0.700 0.836 -0.3101
C -0.246 -0.068 0.464 0.4437
C -1.339 0.466 -0.131 -0.4345
N -2.686 -0.072 0.076 -0.4579
N -0.309 -1.509 0.722 -0.4318
N 1.914 -0.224 -1.250 -0.4995
H 0.829 1.454 -1.135 0.3976
H 2.484 1.661 -0.452 0.3306
H 0.560 1.525 1.330 0.2783
H 1.758 0.188 1.527 0.3410
H -1.425 1.498 -0.483 0.3752
H -2.454 -1.017 -0.141 0.2514
H -3.248 0.213 -0.752 0.3438
H -0.100 -1.796 1.674 0.2413
H -0.886 -2.208 0.243 0.2552
H 1.341 -1.078 -1.240 0.1992
H 2.938 -0.430 -1.124 0.2588
```

Calculated values
lowest unoccupied orbital energy (spin up / spin down): -3.757 / -7.162 eV
⟨S²⟩: 0.757
multiplicity: 2
net charge: +1
energy relative to the best compared isomer or geometry (same formula, charge and spin): 210.6 kJ/mol

---

[6]
DFT (ωB97M-V with the def2-TZVPD basis set) results for an isolated ion of composition C4H11N3 and charge +1.

```
18
Properties=species:S:1:pos:R:3:mulliken_charge:R:1
C -1.264 -1.425 -0.034 -0.4882
C 0.198 -1.462 -0.660 -0.4571
C 1.165 -0.489 0.089 -0.5596
N 0.428 2.903 -0.551 -0.1575
C 0.292 1.493 -0.655 0.0804
N 0.437 0.775 0.425 -0.2805
N -1.265 -1.691 1.415 -0.5876
H -2.165 -1.940 -0.531 0.3416
H -1.790 -0.275 0.009 0.1945
H 0.531 -2.481 -0.600 0.3680
H 0.269 -1.288 -1.737 0.3711
H 2.098 -0.455 -0.465 0.3928
H 1.363 -0.541 1.179 0.3241
H 1.304 3.364 -0.841 0.3096
H -0.322 3.519 -0.378 0.2839
H 0.576 1.018 -1.616 0.3239
H -0.692 -2.526 1.596 0.2665
H -0.721 -1.008 1.915 0.2741
```

Calculated values
lowest unoccupied orbital energy (spin up / spin down): -5.385 / -8.838 eV
⟨S²⟩: 0.777
multiplicity: 2
net charge: +1
energy relative to the best compared isomer or geometry (same formula, charge and spin): 469.0 kJ/mol

---

[7]
DFT (ωB97M-V with the def2-TZVPD basis set) results for a single C4H11N3O molecule.

```
19
Properties=species:S:1:pos:R:3:mulliken_charge:R:1
C 0.383 0.996 0.495 -1.0400
C -0.839 0.483 1.406 -0.3597
C 2.030 -0.828 0.164 -1.0353
N 0.894 -0.074 -0.338 0.1490
C 0.269 -0.493 -1.506 0.5824
N -0.678 0.342 -2.013 -0.5064
N -2.025 0.113 0.628 -0.6547
O 0.614 -1.473 -2.157 -0.6761
H -1.358 0.680 -1.338 0.2972
H -1.114 -0.017 -2.852 0.2818
H -1.857 -0.807 0.215 0.1815
H -2.811 -0.024 1.264 0.2670
H 1.188 1.403 1.116 0.4218
H -0.026 1.811 -0.110 0.4324
H -0.543 -0.354 2.048 0.2762
H -1.105 1.311 2.071 0.4215
H 2.853 -0.141 0.379 0.3162
H 1.729 -1.354 1.074 0.3104
H 2.397 -1.573 -0.547 0.3347
```

Calculated values
structure (SMILES): CN(CCN)C(N)=O
lowest unoccupied orbital energy: 0.862 eV
multiplicity: 1
net charge: 0
energy relative to the best compared isomer or geometry (same formula, charge and spin): 44.6 kJ/mol

---

[8]
DFT (ωB97M-V with the def2-TZVPD basis set) results for C4H11N3O as an isolated structure.

```
19
Properties=species:S:1:pos:R:3:mulliken_charge:R:1
C 0.788 -1.365 -1.629 -0.7785
C 0.600 -2.217 0.668 -0.6983
C 0.039 1.110 0.159 0.4256
C 0.955 2.328 0.647 -0.9727
H 1.946 -0.893 -1.277 0.3052
H 0.309 -0.796 -2.482 0.2495
H 0.873 -2.370 -2.103 0.3257
H 1.663 -1.587 1.257 0.2296
H 0.724 -3.373 0.001 0.2375
H 0.035 -2.193 1.629 0.3598
H 1.170 2.545 2.055 0.2355
H 2.113 2.214 0.086 0.2494
H 0.489 3.252 0.183 0.3415
H -1.763 1.949 1.265 0.3392
H -1.303 -0.651 0.287 0.6119
N -0.010 -1.119 -0.302 -0.0472
N 0.758 0.000 0.102 -0.6009
N -1.269 1.336 -0.021 -0.3514
O -2.113 0.157 0.196 -0.4615
```

Calculated values
lowest unoccupied orbital energy: -0.185 eV
multiplicity: 1
net charge: 0
energy relative to the best compared isomer or geometry (same formula, charge and spin): 1165.2 kJ/mol

---

[9]
DFT (ωB97M-V with the def2-TZVPD basis set) results for a 2-piece molecular cluster, C4H11N3O2 overall.

```
20
Properties=species:S:1:pos:R:3:mulliken_charge:R:1
C -0.855 0.988 -1.352 -1.0463
C -1.256 -1.158 -0.511 0.4313
N -0.974 0.057 -0.240 -0.3858
N -1.469 -1.691 -1.773 -0.4177
N -1.314 -2.034 0.537 -0.3728
H -0.056 1.009 1.297 0.3763
H -0.233 1.833 -1.033 0.2569
H -1.783 1.472 -1.663 0.3152
H -2.030 -1.153 -2.405 0.2254
H -0.932 -2.482 -2.075 0.1784
H -1.389 -1.735 1.492 0.2154
H -1.458 -3.009 0.371 0.1730
H -0.269 0.531 -2.154 0.4093
C 2.285 1.094 0.787 -0.8511
C 1.692 1.050 2.153 0.6886
O 0.363 0.730 2.131 -0.4784
O 2.196 1.371 3.190 -0.5455
H 2.291 0.063 0.420 0.2822
H 3.355 1.309 0.771 0.3177
H 1.836 1.753 0.058 0.2278
```

Calculated values
structure (SMILES): CN=C(N)N.CC(=O)O
lowest unoccupied orbital energy: 0.582 eV
multiplicity: 1
net charge: 0
energy relative to the best compared isomer or geometry (same formula, charge and spin): 106.1 kJ/mol

---

[10]
DFT (ωB97M-V with the def2-TZVPD basis set) results for a 2-piece molecular cluster, C4H11N3O2 overall.

```
20
Properties=species:S:1:pos:R:3:mulliken_charge:R:1
C -1.063 -0.972 2.165 -0.9015
C 1.073 0.330 1.680 0.5005
N 1.734 1.095 0.576 -0.4610
N -0.101 -0.053 1.252 -0.4650
N 1.458 0.539 3.176 -0.5526
H 1.340 0.859 -0.376 0.1973
H 2.717 1.001 0.548 0.2584
H -0.440 -0.253 -0.521 0.3810
H 1.815 1.452 3.250 0.2327
H 0.711 0.405 3.834 0.2297
H -0.504 -1.160 3.074 0.3791
H -1.272 -2.034 1.610 0.2136
H -1.980 -0.476 2.239 0.2795
C -1.027 -0.342 -3.807 -0.9979
C -0.479 0.282 -2.554 0.7892
O 0.510 0.891 -2.482 -0.5203
O -0.924 -0.341 -1.378 -0.4607
H -0.556 0.272 -4.539 0.3256
H -2.110 -0.099 -3.813 0.2853
H -0.901 -1.396 -3.932 0.2871
```

Calculated values
structure (SMILES): CN=C(N)N.CC(=O)O
lowest unoccupied orbital energy: 0.737 eV
multiplicity: 1
net charge: 0
energy relative to the best compared isomer or geometry (same formula, charge and spin): 261.8 kJ/mol

---

[11]
DFT (ωB97M-V with the def2-TZVPD basis set) results for a 2-piece molecular cluster, C4H11N3O2 overall.

```
20
Properties=species:S:1:pos:R:3:mulliken_charge:R:1
C -1.368 2.504 -1.774 -1.0606
C -0.169 2.145 -1.006 0.8341
O 0.984 2.277 -1.666 -0.4820
O -0.191 1.776 0.125 -0.5727
H -2.218 2.291 -1.284 0.3652
H -1.329 1.845 -2.771 0.2631
H -1.262 3.572 -1.984 0.2863
C -0.687 -0.569 2.192 -0.8257
C 0.335 -1.964 0.454 0.3031
N 1.204 -1.100 -0.030 -0.6809
N -0.703 -1.799 1.371 -0.2840
N 0.651 -3.372 0.284 -0.6198
H 0.605 -0.178 0.025 0.2864
H 1.789 1.851 -1.339 0.3814
H -0.947 -2.677 1.860 0.3144
H 0.571 -3.656 -0.757 0.2958
H 1.664 -3.458 0.780 0.3018
H 0.344 -0.214 2.464 0.3133
H -1.100 -0.762 3.180 0.3497
H -1.185 0.169 1.585 0.2312
```

Calculated values
structure (SMILES): [H]/N=C(/N)NC.CC(=O)O
lowest unoccupied orbital energy: 0.794 eV
multiplicity: 1
net charge: 0
energy relative to the best compared isomer or geometry (same formula, charge and spin): 220.3 kJ/mol

---

[12]
DFT (ωB97M-V with the def2-TZVPD basis set) results for a 2-piece molecular cluster, C4H11N3O2 overall.

```
20
Properties=species:S:1:pos:R:3:mulliken_charge:R:1
C -1.222 -1.075 -1.741 -0.8438
C -0.838 -1.888 -0.551 0.6802
O -1.861 -2.745 -0.244 -0.4701
O 0.186 -1.946 0.071 -0.5336
H -0.309 -0.889 -2.307 0.2372
H -1.624 -0.106 -1.510 0.2288
H -1.974 -1.631 -2.294 0.3478
C 0.456 2.179 -1.272 -1.0255
C 0.782 1.338 0.905 0.5204
N 0.161 1.254 -0.199 -0.3185
N 1.841 2.238 1.255 -0.5971
N 0.445 0.566 1.981 -0.3827
H -1.617 -3.350 0.471 0.3344
H 1.752 3.121 0.797 0.2732
H 2.754 1.860 1.059 0.2289
H 1.143 0.520 2.695 0.1937
H -0.397 0.026 1.962 0.2089
H 1.286 2.863 -1.113 0.3756
H -0.432 2.738 -1.558 0.2813
H 0.640 1.569 -2.142 0.2608
```

Calculated values
structure (SMILES): CN=C(N)N.CC(=O)O
lowest unoccupied orbital energy: 0.816 eV
multiplicity: 1
net charge: 0
energy relative to the best compared isomer or geometry (same formula, charge and spin): 95.0 kJ/mol

---

E, respectively: -323.2253 -323.1881 -323.0557 -323.0886 -322.9247 -322.8263 -398.5372 -398.1104 -473.7624 -473.7030 -473.7188 -473.7666 Ha.
Max |F|, respectively: 2.78 2.91 3.62 2.37 6.05 4.19 2.08 6.76 2.26 6.47 5.36 1.40 eV/Å.